i:
This record from the Open Molecules 2025 dataset describes an isolated molecule of C23H22N4O5S. The level of theory is ωB97M-V/def2-TZVPD.

Results
- HOMO-LUMO gap: 8.3 eV
- SMILES: CC(C)n1nc(C(=O)Nc2cccc(S(=O)(=O)NCc3ccco3)c2)c2ccccc2c1=O
- Charge: 0
- E_LUMO: -0.3 eV

The geometry in XYZ format:
```
55
C23H22N4O5S | the Open Molecules 2025 dataset | ωB97M-V/def2-TZVPD
C 3.010 3.737 0.776
H 2.420 4.637 0.629
H 2.679 3.249 1.690
H 4.055 4.014 0.881
C 2.829 2.809 -0.422
N 3.520 1.537 -0.194
N 2.719 0.489 -0.170
C 3.157 -0.720 0.013
C 4.560 -0.991 0.205
C 5.113 -2.261 0.410
C 6.471 -2.404 0.585
C 7.316 -1.296 0.562
C 6.792 -0.039 0.363
C 5.418 0.126 0.184
C 4.896 1.478 -0.026
O 5.583 2.481 -0.055
H 7.417 0.841 0.340
H 8.379 -1.425 0.701
H 6.887 -3.388 0.741
H 4.463 -3.119 0.427
C 2.103 -1.785 0.005
O 2.336 -2.970 0.131
N 0.857 -1.256 -0.158
C -0.371 -1.900 -0.234
C -1.512 -1.108 -0.382
C -2.749 -1.707 -0.469
C -2.900 -3.079 -0.414
C -1.768 -3.864 -0.262
C -0.513 -3.286 -0.171
H 0.364 -3.900 -0.054
H -1.860 -4.938 -0.217
H -3.886 -3.503 -0.498
S -4.202 -0.680 -0.631
O -3.788 0.686 -0.795
O -5.094 -1.256 -1.592
N -4.876 -0.896 0.902
H -4.526 -0.173 1.515
C -6.332 -0.980 0.936
C -6.979 0.324 0.616
C -7.343 0.877 -0.576
C -7.824 2.175 -0.279
C -7.711 2.316 1.068
O -7.197 1.204 1.622
H -7.953 3.124 1.730
H -8.199 2.898 -0.973
H -7.263 0.412 -1.537
H -6.627 -1.323 1.931
H -6.608 -1.720 0.184
H -1.452 -0.032 -0.441
H 0.845 -0.245 -0.250
C 3.308 3.453 -1.719
H 4.356 3.728 -1.636
H 2.724 4.347 -1.917
H 3.187 2.765 -2.553
H 1.772 2.538 -0.518
```

=====

ii:
This record from the Open Molecules 2025 dataset describes an isolated molecule of C23H22N4O5S. The level of theory is ωB97M-V/def2-TZVPD.

Results
- HOMO-LUMO gap: 8.4 eV
- SMILES: C=CCn1c(SCC(=O)NCc2ccc3c(c2)OCO3)nnc1[C@@H]1COc2ccccc2O1
- Charge: 0
- E_LUMO: 0.5 eV

The geometry in XYZ format:
```
55
C23H22N4O5S | the Open Molecules 2025 dataset | ωB97M-V/def2-TZVPD
C 2.782 0.788 3.457
C 1.631 1.331 3.111
C 1.519 2.452 2.116
N 1.038 1.965 0.844
C 1.811 1.551 -0.201
N 1.060 1.153 -1.195
N -0.219 1.280 -0.814
C -0.242 1.759 0.394
C -1.483 2.057 1.170
C -2.084 0.756 1.734
H -2.989 1.019 2.302
O -2.398 -0.132 0.697
C -3.020 0.460 -0.375
C -3.622 -0.359 -1.320
C -4.289 0.200 -2.393
C -4.365 1.577 -2.526
C -3.747 2.398 -1.602
C -3.061 1.845 -0.530
O -2.444 2.695 0.363
H -3.775 3.472 -1.693
H -4.896 2.014 -3.357
H -4.756 -0.442 -3.124
H -3.552 -1.428 -1.190
H -1.382 0.234 2.388
H -1.265 2.754 1.987
S 3.544 1.600 -0.159
C 3.938 0.949 -1.814
H 3.292 1.450 -2.533
C 3.769 -0.569 -1.819
O 4.683 -1.315 -1.536
N 2.534 -0.962 -2.176
H 1.802 -0.252 -2.213
C 2.076 -2.320 -1.959
C 1.137 -2.366 -0.779
C 1.583 -1.928 0.459
C 0.755 -1.917 1.578
C -0.529 -2.371 1.408
C -0.987 -2.810 0.166
C -0.178 -2.807 -0.943
H -0.546 -3.140 -1.899
O -2.288 -3.217 0.280
C -2.640 -3.018 1.631
O -1.535 -2.487 2.332
H -3.485 -2.315 1.691
H -2.930 -3.982 2.082
H 1.112 -1.581 2.537
H 2.605 -1.594 0.562
H 1.574 -2.678 -2.862
H 2.965 -2.930 -1.772
H 4.984 1.207 -1.973
H 2.501 2.900 1.942
H 0.831 3.223 2.476
H 0.694 0.968 3.512
H 2.839 -0.024 4.161
H 3.716 1.139 3.050
```

=====

Compare the structures above. Which one is the most stable? i is.